# 1
Molecular formula: C3H6N4
Method: DFT, ωB97M-V/def2-TZVPD

Values from the calculation:
Energy above the lowest of the compared OMol25 structures with the same formula, charge and spin (kcal per mole): 181.09
Highest occupied orbital energy (eV): -8.492

Atoms and positions in Å:
C  -1.201  -3.004  0.793
C  -0.055  0.081  -0.200
C  0.796  2.336  -0.705
H  -2.552  -2.807  1.236
H  -0.471  -3.901  1.245
H  1.244  0.048  -0.312
H  -1.326  1.411  -0.939
H  0.490  2.951  -1.641
H  2.569  2.024  0.853
N  -0.189  -2.148  0.161
N  -0.840  -0.958  -0.098
N  -0.335  1.367  -0.417
N  1.869  2.600  0.024

=====

# 2
Molecular formula: C11H10ClIrNS
Method: DFT, ωB97M-V/def2-TZVPD

Values from the calculation:
Energy above the lowest of the compared OMol25 structures with the same formula, charge and spin (kcal per mole): 56.50
Spin multiplicity: 5
Highest occupied orbital energy (alpha / beta) (eV): -2.325 / -3.418
Charge: -1
<S²>: 6.0343

Atoms and positions in Å:
C  -1.898  -1.142  2.458
C  -2.102  -0.583  1.115
C  -1.532  0.774  1.095
H  -2.617  -1.087  0.306
C  -0.988  1.084  2.419
C  -1.307  -0.059  3.286
H  -0.988  -0.136  4.311
H  -2.142  -2.135  2.789
H  -1.620  1.479  0.280
H  -0.546  2.011  2.761
Ir  -0.024  -0.680  1.677
Cl  1.518  -2.642  1.860
C  2.247  0.217  -3.637
C  2.131  1.631  -3.361
C  0.796  2.049  -3.725
H  2.912  2.270  -2.965
C  0.088  0.894  -4.225
C  0.984  -0.238  -4.171
H  0.753  -1.249  -4.488
H  3.131  -0.392  -3.483
H  0.400  3.056  -3.648
H  -0.934  0.882  -4.590
S  0.758  -2.686  5.905
C  0.466  -1.949  4.562
N  0.516  -1.370  3.468

=====

# 3
Molecular formula: C5H11O2
Method: DFT, ωB97M-V/def2-TZVPD

Values from the calculation:
Energy above the lowest of the compared OMol25 structures with the same formula, charge and spin (kcal per mole): 74.84
Highest occupied orbital energy (eV): -2.368
Charge: -1

Atoms and positions in Å:
C  1.247  1.022  -1.796
O  0.661  -0.158  -1.513
C  1.880  1.705  -0.547
H  0.538  1.776  -2.230
H  2.070  0.948  -2.558
H  2.755  2.318  -0.794
H  2.196  0.905  0.126
H  1.135  2.303  -0.017
C  -1.472  -1.183  0.098
O  -2.689  -1.976  0.133
C  -1.329  -0.595  1.464
C  -0.250  -0.709  2.222
H  -1.582  -0.386  -0.636
H  -0.609  -1.779  -0.181
H  -2.704  -2.496  -0.672
H  -2.252  -0.169  1.851
H  -0.229  -0.346  3.243
H  0.633  -1.179  1.806

=====

# 4
Molecular formula: C15H25N2O2
Method: DFT, ωB97M-V/def2-TZVPD

Values from the calculation:
SMILES string: CCCC[NH2+]c1ccc(C(=O)OCCN(C)C)cc1
Energy above the lowest of the compared OMol25 structures with the same formula, charge and spin (kcal per mole): 2.67
Highest occupied orbital energy (eV): -10.482
Charge: +1

Atoms and positions in Å:
C  -5.618  -2.402  0.863
C  -6.080  -1.434  -0.219
C  -5.051  -0.344  -0.533
C  -4.843  0.588  0.653
N  -3.897  1.698  0.310
C  -2.519  1.233  0.078
C  -2.053  1.098  -1.220
C  -0.766  0.636  -1.425
C  0.044  0.311  -0.341
C  1.429  -0.190  -0.629
O  1.858  -0.292  -1.749
O  2.081  -0.509  0.481
C  3.419  -0.992  0.335
C  4.414  0.172  0.243
N  5.755  -0.275  0.551
C  6.620  0.828  0.920
C  6.336  -1.059  -0.523
C  -0.435  0.456  0.957
C  -1.722  0.919  1.169
H  -6.318  -3.229  0.937
H  -4.640  -2.810  0.622
H  -5.570  -1.925  1.839
H  -6.263  -1.993  -1.137
H  -7.023  -0.972  0.078
H  -4.105  -0.816  -0.802
H  -5.405  0.233  -1.390
H  -5.796  1.029  0.953
H  -4.423  0.041  1.497
H  -4.235  2.160  -0.545
H  -3.896  2.386  1.072
H  -2.679  1.351  -2.062
H  -0.367  0.519  -2.421
H  3.469  -1.626  -0.553
H  3.623  -1.577  1.233
H  4.338  0.638  -0.755
H  4.122  0.915  0.991
H  6.199  1.343  1.782
H  7.594  0.431  1.199
H  6.758  1.554  0.106
H  6.415  -0.492  -1.462
H  7.332  -1.378  -0.224
H  5.731  -1.946  -0.698
H  0.200  0.207  1.791
H  -2.094  1.038  2.175

=====

# 5
Molecular formula: C5H9NS
Method: DFT, ωB97M-V/def2-TZVPD

Values from the calculation:
SMILES string: CC(=S)N=C(C)C
Energy above the lowest of the compared OMol25 structures with the same formula, charge and spin (kcal per mole): 34.51
Highest occupied orbital energy (eV): -8.451

Atoms and positions in Å:
C  -2.206  -1.553  0.351
C  -1.797  -0.333  -0.401
S  -2.920  0.735  -0.919
N  -0.316  -0.260  -0.839
C  0.473  0.550  -0.273
C  1.849  0.461  -0.791
C  0.105  1.477  0.778
H  -2.245  -1.207  1.350
H  -1.459  -2.324  0.190
H  -3.190  -1.807  0.052
H  2.245  1.513  -1.085
H  1.978  -0.231  -1.589
H  2.602  -0.013  -0.040
H  -0.248  2.463  0.523
H  0.950  1.934  1.378
H  -0.765  1.093  1.357

=====

# 6
Molecular formula: C32H46BF24I2NO8
Method: DFT, ωB97M-V/def2-TZVPD

Values from the calculation:
SMILES string: COB(O)[C@@H](NCCCCCCCCOC(C)=O)[C@@H](OC)[C@@H](I)[C@H](C)I.FC(F)C(F)(F)COC(F)(F)C(F)F.FC(F)C(F)(F)COC(F)(F)C(F)F.FC(F)C(F)(F)COC(F)(F)C(F)F
Highest occupied orbital energy (eV): -8.190

Atoms and positions in Å:
C  -2.991  -0.299  1.643
O  -3.354  -1.636  1.289
B  -2.404  -2.408  0.671
O  -1.062  -2.193  0.905
C  -2.845  -3.545  -0.332
N  -1.995  -3.452  -1.521
C  -2.449  -2.502  -2.525
C  -1.279  -1.946  -3.329
C  -1.480  -0.508  -3.771
C  -0.211  0.146  -4.296
C  0.914  0.239  -3.250
C  1.444  1.666  -3.076
C  2.852  1.703  -2.469
C  3.583  2.919  -2.973
O  4.931  3.034  -2.490
C  5.752  1.974  -2.813
C  6.190  1.904  -4.245
O  6.108  1.151  -1.957
C  -2.670  -4.902  0.359
O  -2.597  -4.728  1.773
C  -3.862  -4.688  2.433
C  -3.685  -5.955  -0.075
I  -3.696  -6.186  -2.232
C  -3.398  -7.311  0.592
C  -2.436  -8.249  -0.098
I  -5.281  -8.287  0.993
H  -3.891  0.263  1.858
H  -2.365  -0.260  2.525
H  -2.500  0.194  0.814
H  -0.845  -2.241  1.842
H  -3.892  -3.403  -0.587
H  -1.031  -3.293  -1.260
H  -3.064  -1.697  -2.115
H  -3.086  -3.051  -3.218
H  -0.382  -1.990  -2.717
H  -1.094  -2.606  -4.171
H  -2.254  -0.460  -4.529
H  -1.805  0.056  -2.900
H  0.148  -0.410  -5.153
H  -0.468  1.154  -4.603
H  1.744  -0.375  -3.587
H  0.609  -0.162  -2.290
H  1.433  2.131  -4.055
H  0.766  2.182  -2.405
H  3.365  0.778  -2.703
H  2.747  1.811  -1.398
H  3.567  2.984  -4.061
H  3.073  3.801  -2.605
H  6.746  2.788  -4.528
H  5.329  1.798  -4.895
H  6.824  1.040  -4.366
H  -1.696  -5.268  0.044
H  -4.137  -5.674  2.799
H  -3.756  -4.050  3.301
H  -4.650  -4.277  1.815
H  -4.699  -5.647  0.118
H  -2.980  -7.122  1.569
H  -2.906  -8.872  -0.841
H  -1.583  -7.722  -0.506
H  -2.045  -8.928  0.656
F  4.342  10.108  -2.024
C  5.190  9.645  -2.958
F  5.439  10.655  -3.823
C  4.601  8.466  -3.743
F  3.523  8.873  -4.446
F  5.566  8.133  -4.648
C  4.270  7.159  -2.994
O  2.917  6.893  -2.628
C  2.343  7.289  -1.443
F  3.234  7.803  -0.577
F  1.838  6.173  -0.863
C  1.147  8.223  -1.662
F  1.509  9.340  -2.315
F  0.650  8.577  -0.453
H  6.131  9.356  -2.481
H  4.480  6.376  -3.721
H  4.953  6.978  -2.165
H  0.370  7.714  -2.237
F  -2.403  5.666  4.882
C  -1.479  6.581  5.224
F  -1.914  7.201  6.346
C  -1.273  7.638  4.133
F  -2.403  8.357  3.968
F  -0.332  8.484  4.643
C  -0.729  7.199  2.756
O  -1.640  7.031  1.671
C  -2.292  5.855  1.381
F  -1.854  4.819  2.120
F  -2.005  5.558  0.091
C  -3.817  6.008  1.446
F  -4.217  6.393  2.670
F  -4.386  4.812  1.168
H  -0.537  6.075  5.451
H  -0.119  8.040  2.431
H  -0.045  6.355  2.839
H  -4.149  6.747  0.714
F  2.272  -8.165  5.040
C  2.584  -9.282  4.360
F  3.762  -9.063  3.732
C  1.530  -9.632  3.303
F  1.487  -8.666  2.362
F  2.006  -10.760  2.700
C  0.096  -9.984  3.752
O  -0.921  -8.990  3.665
C  -1.160  -8.111  4.705
F  -0.441  -8.425  5.798
F  -2.460  -8.238  5.057
C  -0.969  -6.657  4.274
F  0.279  -6.448  3.815
F  -1.167  -5.844  5.339
H  2.715  -10.111  5.062
H  -0.226  -10.730  3.027
H  0.087  -10.486  4.718
H  -1.684  -6.397  3.489